Run 1
The following is a quantum chemistry calculation of an isolated molecule of C4H3NO2, from the OMol25 dataset.

```
10
Properties=species:S:1:pos:R:3
O -2.359 0.988 -0.906
C -1.687 -0.017 -0.939
C -0.355 -0.158 -0.249
C 0.391 0.685 0.642
C 1.594 0.082 0.686
O 1.568 -1.097 0.041
N 0.336 -1.232 -0.550
H -2.025 -0.918 -1.501
H 0.087 1.245 1.517
H 2.449 0.420 1.260
```

Calculated values
highest occupied orbital energy: -0.385 hartree
structure (SMILES): O=Cc1ccon1

=====

Run 2
The following is a quantum chemistry calculation of an isolated molecule of C4H3NO2, from the OMol25 dataset.

```
10
Properties=species:S:1:pos:R:3
O 1.145 2.121 -1.386
C 0.667 1.197 -0.861
N 1.057 -0.168 -1.074
C 0.517 -1.050 -0.371
C -0.595 -0.892 0.644
C -0.829 0.417 0.833
O -0.127 1.430 0.134
H 0.702 -1.989 -0.701
H -0.908 -1.843 1.215
H -1.629 0.777 1.568
```

Calculated values
highest occupied orbital energy: -0.377 hartree
structure (SMILES): O=c1nccco1

=====

Run 3
The following is a quantum chemistry calculation of an isolated molecule of C4H3NO2, from the OMol25 dataset.

```
10
Properties=species:S:1:pos:R:3
N 0.413 2.235 0.876
C 0.373 1.353 0.035
C 0.449 0.353 -0.830
C -0.106 -0.984 -0.565
O 0.621 -1.821 0.500
C -0.619 -1.433 0.721
O -1.459 -1.540 1.560
H -0.341 2.921 0.885
H 1.007 0.515 -1.747
H -0.338 -1.599 -1.436
```

Calculated values
highest occupied orbital energy: -0.356 hartree
structure (SMILES): N=C=C[C@H]1OC1=O

=====

Stability comparison, relative energies in kcal/mol: run 1 18.3; run 2 0.0; run 3 19.8